Entry 1:
A 3-piece molecular cluster, C34H62BrN4O6 overall in a non-equilibrium geometry. Source: the Open Molecules 2025 dataset; level of theory: ωB97M-V with the def2-TZVPD basis set.

```
! wB97M-V def2-TZVPD RIJCOSX def2/J DEFGRID3
* xyz 1 1
C 0.51 0.97 2.76
C 0.74 0.40 -6.66
N -1.24 -0.99 -6.37
H -0.70 -1.17 -0.37
C -0.42 -3.22 0.25
H 0.43 -3.87 0.35
H -4.45 5.11 -0.11
H -2.84 -4.94 0.52
C -3.69 -3.94 2.15
H -6.30 -4.34 4.36
C 3.50 -2.47 0.18
N 0.77 3.16 3.82
C 4.89 1.10 -1.10
H -3.20 -4.55 2.88
C -0.02 0.31 1.51
C 6.09 2.03 -4.05
O -0.49 -0.04 -3.73
H -0.44 -0.21 6.09
H -0.12 4.14 5.44
H -2.05 -0.35 1.20
H 1.41 -0.77 -4.10
C 0.89 -0.05 -3.47
H 0.86 -1.81 -0.58
C 2.62 -2.48 1.40
H 3.28 -2.69 2.21
H -0.34 -1.90 5.36
H -0.08 0.70 3.61
H 2.01 -0.15 5.79
H -6.96 -2.84 3.72
H 1.58 2.74 4.25
Br 3.13 -3.77 -1.18
H -0.99 2.37 0.45
C 4.91 2.94 -3.75
H -1.02 -4.60 1.68
C 1.94 -1.50 4.04
C 1.38 -0.79 5.21
C 4.69 3.22 -2.25
H -0.87 -3.46 -0.70
H 2.85 -2.00 4.33
C -6.10 -4.11 2.30
C -0.90 0.87 -4.75
H -0.41 1.84 -4.60
H -1.41 -3.02 2.22
H -6.29 3.75 -0.92
C 1.95 -1.11 1.55
H 3.39 -0.48 2.86
C 0.04 -1.78 0.10
C -1.67 1.56 0.30
H 1.28 -2.29 3.74
H 4.43 0.68 -0.21
H -1.29 1.03 -6.83
H 1.34 0.94 -3.57
C -3.17 3.46 0.11
C -5.37 3.31 -0.64
H -0.46 2.42 5.38
C -0.31 3.31 4.79
C -3.01 2.12 0.00
C -2.82 -3.96 0.93
H 6.35 2.10 -5.10
O -4.92 -4.58 1.83
H 1.07 2.78 1.82
H 2.94 3.02 -4.27
H 0.39 0.81 0.65
H 3.45 1.58 -3.80
H 2.33 -0.43 0.80
C -6.15 -3.54 3.66
H -2.36 4.05 0.44
C -4.07 1.37 -0.41
N 0.46 -1.16 1.39
C 0.13 -0.97 5.60
H 1.32 -0.42 -6.25
H -0.59 2.76 2.36
O 1.88 0.75 3.02
C -1.41 -3.66 1.34
O 4.08 2.17 -1.52
H -3.80 -2.94 2.49
H 5.91 1.42 -0.84
H -2.23 -1.00 -6.17
H 1.93 -3.29 1.31
H 0.10 -1.70 2.18
H -3.96 0.31 -0.50
O -7.08 -4.24 1.62
C -4.34 4.06 -0.20
C 2.32 -0.55 2.88
H 5.86 0.98 -3.84
H 1.23 1.33 -6.39
H 6.96 2.31 -3.47
C -5.23 1.97 -0.73
H -1.34 1.08 -0.60
H -3.17 -3.29 0.17
H 1.02 -0.37 -2.43
H -0.84 -1.59 -5.65
N 3.71 2.37 -4.38
H 0.77 0.30 -7.74
C 0.41 2.46 2.62
O 4.38 -1.68 0.05
H 5.11 3.91 -4.22
C -0.71 0.36 -6.18
H 5.62 3.53 -1.77
H 3.99 4.06 -2.16
H 4.94 0.31 -1.85
H -6.05 1.41 -1.09
H -1.23 3.50 4.29
H -1.97 1.02 -4.58
H -5.26 -3.02 3.97
H -1.88 0.93 2.36
C -1.51 0.54 1.43
*
```

Its lowest unoccupied orbital energy is -0.09245 hartree. The HOMO energy is -11.1 eV.

Entry 2:
A 5-piece molecular cluster, C34H62FNO12P overall in a non-equilibrium geometry. Source: the Open Molecules 2025 dataset; level of theory: ωB97M-V with the def2-TZVPD basis set.

```
! wB97M-V def2-TZVPD RIJCOSX def2/J DEFGRID3
* xyz 1 1
C -1.81 -2.30 1.19
H 2.01 -1.33 -1.96
O -1.83 -3.49 -7.32
C -0.32 2.97 2.50
H 3.59 4.68 2.67
C 0.00 0.43 -4.51
H 0.76 -0.38 2.51
C -1.06 -1.55 4.09
H 3.87 -2.55 1.73
H 1.96 3.00 0.74
H 5.28 -0.04 2.87
H -0.88 7.08 1.04
O 0.77 0.58 -3.41
N -0.52 -2.20 1.38
H -4.22 -2.24 -7.90
H -0.50 0.41 -1.81
H 0.17 -2.10 -3.44
C -0.86 1.08 4.15
C 1.27 -0.73 -1.42
C -3.12 -5.47 -3.87
H -2.00 -0.20 5.45
O -1.00 5.58 4.54
C -2.00 -4.57 -3.41
H 2.47 -1.98 0.80
O -2.22 7.11 3.43
C -1.09 6.43 3.71
H -1.55 -3.99 -4.21
O 0.10 1.07 -5.50
H 4.79 0.48 4.48
C 2.01 3.59 1.67
O -0.08 6.84 2.91
C 0.39 8.76 1.51
H 1.01 -3.40 4.02
H 3.85 1.69 2.12
H -3.78 -2.36 -9.63
H -2.19 -7.37 -3.48
O -2.60 -5.60 -7.16
C 1.20 2.85 2.74
H -2.06 -0.25 -8.25
H 0.83 -1.33 -0.62
O -3.60 -4.10 -8.52
H -1.66 9.08 3.22
H -2.65 -0.10 3.83
C -2.72 -6.86 -4.29
C 1.47 -2.74 3.28
C -1.10 1.69 2.77
H -0.78 -0.98 -7.27
H -1.84 -2.26 3.82
H -0.72 3.78 3.10
H 0.21 0.87 4.31
C -2.67 -4.50 -7.63
O -4.32 -4.04 -1.00
H -2.11 -4.07 2.35
H -3.17 -1.60 -0.26
H -2.08 -6.79 -5.16
H 0.69 9.35 2.38
H -1.37 -1.70 -2.64
C -1.71 -0.18 4.39
H -3.61 -3.38 1.58
H 6.58 2.13 4.59
C -0.62 7.71 1.90
H -3.34 -0.84 1.32
H -1.42 -2.54 -9.10
H 4.03 4.03 1.10
C 2.96 -2.87 1.21
H -0.57 -1.94 4.98
H -0.87 0.95 1.99
H -1.13 1.82 4.91
H 5.94 3.72 3.01
H 3.78 2.49 3.70
H -2.17 1.90 2.70
C -1.87 8.22 2.59
C -2.08 -2.40 -8.24
H -3.70 -4.99 -4.66
O -0.90 -0.57 -4.32
H 7.37 1.47 3.19
C -3.71 -4.39 -1.97
H 1.28 8.30 1.09
H -0.47 3.23 1.44
H -2.69 8.44 1.91
H -2.44 -0.97 -6.67
H -0.04 9.43 0.76
H 1.45 3.23 3.73
C 3.48 3.81 2.02
C 4.15 2.59 2.67
H 1.81 0.10 -0.96
C 2.07 -3.61 2.18
H -3.59 -7.45 -4.55
H -1.97 -0.38 0.25
C -3.52 -2.67 -8.62
C -2.61 -1.19 0.59
C 5.65 0.36 3.82
H 1.26 -4.12 1.65
C 0.21 -0.22 -2.35
H 1.53 4.55 1.45
C -1.82 -1.07 -7.57
F 2.82 -4.59 2.81
C 6.39 1.69 3.61
O -2.66 -3.70 -2.47
H 3.24 -3.51 0.37
H 1.48 1.79 2.69
O -3.95 -5.50 -2.67
H 2.25 -2.17 3.80
H 6.05 2.59 1.68
P 0.15 -1.62 2.74
C -0.50 -1.29 -3.15
H -1.22 -5.13 -2.87
H -2.43 -4.23 0.62
C 5.67 2.71 2.70
C -2.54 -3.56 1.49
H 6.32 -0.38 4.25
*
```

Its lowest unoccupied orbital energy is -0.13493 hartree. The HOMO energy is -12.7 eV.

Entry 3:
A 2-piece molecular cluster, C34H63Cl2N5O5P overall in a non-equilibrium geometry. Source: the Open Molecules 2025 dataset; level of theory: ωB97M-V with the def2-TZVPD basis set.

```
! wB97M-V def2-TZVPD RIJCOSX def2/J DEFGRID3
* xyz 1 1
H 6.57 7.12 -4.05
H -0.70 3.24 5.38
C 0.50 -2.32 2.82
H -0.36 -0.24 1.18
C -0.54 -4.91 -2.19
H 1.86 3.05 4.64
C -2.16 -0.79 -1.25
C -6.14 -3.33 -6.41
O -2.42 -2.99 -4.49
H -2.19 -3.34 4.07
C -3.86 -1.01 -5.81
C -1.96 -2.05 -3.46
H 4.09 7.66 -3.66
O -2.56 -3.79 6.22
C 4.44 4.58 -0.83
H -1.12 0.92 -0.10
C 0.65 1.78 3.02
H 1.41 -6.11 -1.83
H 2.36 0.63 1.98
C 1.09 0.57 -0.51
C 1.84 1.70 1.89
C -2.00 -4.55 -1.55
H 2.99 6.28 -3.66
O 7.27 4.01 -2.96
H 5.38 5.09 -0.59
H 0.18 -4.01 -2.36
N 1.18 -2.56 3.99
H 4.85 4.83 -3.43
C -2.69 -2.18 -2.00
H 1.57 -2.05 0.70
H -0.10 2.66 2.75
H 8.38 5.54 -3.72
H -4.32 0.67 5.97
H -2.59 2.07 7.03
C -1.09 0.95 5.64
H 4.73 7.09 -1.25
N -0.30 -3.33 0.63
H -4.92 -3.51 -2.80
H 3.04 7.45 -1.50
H -1.11 -2.20 5.86
H -0.81 -2.30 -3.27
O -5.44 -1.17 -2.38
C 6.81 2.83 -3.61
H 0.27 2.54 0.46
C -4.76 -3.66 -5.58
H 2.68 2.50 2.17
C -0.94 -2.54 -0.28
C 0.31 -6.06 -1.37
C 7.38 5.12 -3.86
H 6.86 2.01 -2.89
H -2.78 -4.60 -2.46
N 4.99 5.76 -3.81
C -0.39 -0.01 0.03
C -3.59 -2.52 -5.23
H -5.48 0.43 -7.05
H 1.99 -0.11 -0.20
Cl -3.42 -0.70 0.16
N -0.72 -1.18 -0.86
C -2.54 -4.21 4.78
H 4.58 3.89 -1.66
H 0.33 2.40 6.72
P -4.58 -2.42 -1.87
H -1.76 -5.10 4.67
H -6.92 -4.21 -6.61
C 1.30 2.00 0.33
H -4.08 -0.31 7.57
H -1.65 0.94 4.60
H -0.62 -4.31 0.90
H -3.62 -4.58 4.52
C 6.35 6.20 -3.49
H -4.23 -1.92 5.46
H -4.63 -4.78 -5.19
C -3.52 0.03 6.58
C -5.26 -0.67 -6.65
H 0.10 0.73 3.07
H -1.99 -0.92 -3.76
H -3.06 -0.17 -5.63
C -0.08 2.26 5.63
H 6.46 6.42 -2.42
H 0.46 -5.84 -0.23
H -7.41 -1.52 -7.59
C 0.94 -2.82 1.32
H 1.65 -3.77 1.48
O 3.39 5.49 -1.13
H -0.41 -0.02 5.77
C 3.82 6.71 -1.73
H -2.81 -1.00 4.62
H 2.04 -3.10 3.74
N -2.13 -3.16 -0.96
H -5.04 -2.92 -0.57
H 1.81 1.16 4.97
C -2.19 0.96 6.86
H -2.29 0.23 -1.84
H 4.13 3.99 0.04
H 5.77 2.94 -3.92
H -0.18 -7.11 -1.48
C -2.18 -2.37 6.35
H -0.74 -5.38 -3.27
H 7.29 4.83 -4.91
C -6.43 -1.80 -6.97
C 3.95 6.65 -3.26
C 1.19 2.09 4.55
H 1.12 0.71 -1.67
Cl -2.57 -5.92 -0.39
H -0.53 -1.73 2.90
H -1.71 0.64 7.88
C -3.23 -1.31 5.68
H 7.44 2.58 -4.47
H 2.13 2.69 -0.17
H -2.08 -2.14 7.51
*
```

Its lowest unoccupied orbital energy is -0.14825 hartree. The HOMO energy is -10.2 eV.

Entry 4:
C34H64BeCl6O8PSSi2 as an isolated structure in a non-equilibrium geometry. Source: the Open Molecules 2025 dataset; level of theory: ωB97M-V with the def2-TZVPD basis set.

```
! wB97M-V def2-TZVPD RIJCOSX def2/J DEFGRID3
* xyz -1 1
H -2.89 3.09 1.53
O -6.61 -1.99 -3.60
C 3.37 -3.32 -1.52
H 2.92 2.28 1.30
C 4.09 -3.35 -0.16
C -4.36 -5.96 -3.47
Cl -5.04 1.56 -5.70
H 0.92 -1.60 -0.51
H -4.22 -6.90 -3.99
H 3.05 -1.27 1.47
H 5.28 -1.63 -0.70
C 2.53 -4.59 -1.86
H -4.02 2.21 0.49
C -5.40 1.37 -2.86
H -5.13 3.08 2.56
O 1.13 -5.66 0.49
H -1.21 -1.28 0.65
H 4.93 -4.05 -0.27
C -6.76 6.96 1.00
H -0.47 -5.49 -3.49
H -6.45 7.99 1.19
H 1.44 -2.85 0.69
H -1.33 0.73 -0.67
C 0.60 -2.42 0.13
H 3.47 -3.73 0.67
C 0.19 2.32 -0.44
C -3.97 1.28 -2.85
H 8.33 2.10 2.68
C -3.44 -0.09 -3.22
H -7.76 6.99 0.55
H -6.84 6.46 1.96
H 5.48 -2.11 1.02
C 1.50 2.71 -1.15
H 4.15 -3.21 -2.28
H 1.72 3.77 -0.93
H 2.67 0.86 -1.47
H -0.56 3.11 -0.59
H -6.51 2.89 0.53
H -1.42 -5.46 0.66
O -7.54 0.60 -3.18
C 2.69 1.78 -0.86
H -7.04 4.18 1.57
H -4.62 3.19 -7.33
H -7.13 4.85 -0.78
H 4.61 0.60 1.80
H 0.31 -7.35 3.28
C -6.37 0.32 -3.16
C 8.17 3.25 6.27
H 8.43 4.30 6.41
H 0.35 0.25 -0.94
C -4.72 3.21 -6.25
Cl -6.07 4.27 -5.84
P -0.37 -6.12 -2.23
O -3.20 2.18 -2.59
C -5.82 -1.07 -3.42
H -5.45 4.46 -1.02
C 8.50 1.47 4.74
O 8.96 2.73 5.22
H 7.90 0.96 5.50
Cl 6.69 -2.26 -1.99
C -3.78 3.20 0.90
C 2.90 1.41 0.62
H 2.04 0.80 0.95
H 1.31 2.66 -2.24
C 6.50 3.72 3.29
Cl -3.01 -4.88 -3.86
H 5.65 4.21 3.77
H -5.86 2.33 -2.61
H -0.78 -2.58 1.85
H -3.94 -2.12 -3.63
Cl -4.47 -6.28 -1.73
C -2.85 -7.53 3.33
H -0.08 -8.26 1.75
C 3.62 -0.97 0.58
C -4.94 3.75 1.72
H 9.38 0.86 4.54
C -5.76 6.28 0.07
C 7.72 1.62 3.45
H -3.84 -7.36 3.68
Be 6.67 2.54 1.40
H -0.46 1.16 -2.21
H 0.32 2.07 0.62
Si 0.92 -4.79 -0.94
H 3.19 -5.46 -1.74
H 2.74 -2.42 -1.64
H 2.99 -0.89 -0.32
C -0.40 -1.84 1.13
C -0.34 -7.42 2.40
H -5.69 6.85 -0.85
Cl -3.22 3.82 -5.57
H 0.15 -1.09 1.72
C -6.16 4.84 -0.28
H 6.37 3.83 2.18
H -1.67 -6.05 -1.67
H 7.42 4.21 3.61
S 0.30 -7.97 -2.34
H 7.10 3.18 6.05
C -6.23 3.88 0.90
H 4.82 0.71 -0.02
H -4.77 6.30 0.53
H -5.29 -5.49 -3.79
H 2.29 -4.53 -2.93
C 4.73 -1.99 0.22
C 4.15 0.48 0.82
O 0.02 -3.41 -0.74
O 6.48 2.35 3.68
H 3.60 2.31 -1.18
H -0.12 -4.73 2.50
Si -0.23 -5.78 1.46
C -0.39 1.05 -1.13
H -4.67 4.71 2.15
H 8.38 2.71 7.20
O -2.26 -0.33 -3.34
C -4.41 -1.16 -3.43
C -1.71 -7.55 2.93
H -3.51 3.86 0.08
H 7.44 0.63 3.09
*
```

Its lowest unoccupied orbital energy is -0.11094 hartree. The HOMO energy is -4.3 eV.

> Which value of lowest unoccupied orbital energy does entry 3 give?

-0.14825 hartree

> lowest unoccupied orbital energy of number 1 (C34H62BrN4O6)?

-0.09245 hartree

Repeat the fourth record exactly.
C34H64BeCl6O8PSSi2 as an isolated structure in a non-equilibrium geometry. Source: the Open Molecules 2025 dataset; level of theory: ωB97M-V with the def2-TZVPD basis set.

```
! wB97M-V def2-TZVPD RIJCOSX def2/J DEFGRID3
* xyz -1 1
H -2.89 3.09 1.53
O -6.61 -1.99 -3.60
C 3.37 -3.32 -1.52
H 2.92 2.28 1.30
C 4.09 -3.35 -0.16
C -4.36 -5.96 -3.47
Cl -5.04 1.56 -5.70
H 0.92 -1.60 -0.51
H -4.22 -6.90 -3.99
H 3.05 -1.27 1.47
H 5.28 -1.63 -0.70
C 2.53 -4.59 -1.86
H -4.02 2.21 0.49
C -5.40 1.37 -2.86
H -5.13 3.08 2.56
O 1.13 -5.66 0.49
H -1.21 -1.28 0.65
H 4.93 -4.05 -0.27
C -6.76 6.96 1.00
H -0.47 -5.49 -3.49
H -6.45 7.99 1.19
H 1.44 -2.85 0.69
H -1.33 0.73 -0.67
C 0.60 -2.42 0.13
H 3.47 -3.73 0.67
C 0.19 2.32 -0.44
C -3.97 1.28 -2.85
H 8.33 2.10 2.68
C -3.44 -0.09 -3.22
H -7.76 6.99 0.55
H -6.84 6.46 1.96
H 5.48 -2.11 1.02
C 1.50 2.71 -1.15
H 4.15 -3.21 -2.28
H 1.72 3.77 -0.93
H 2.67 0.86 -1.47
H -0.56 3.11 -0.59
H -6.51 2.89 0.53
H -1.42 -5.46 0.66
O -7.54 0.60 -3.18
C 2.69 1.78 -0.86
H -7.04 4.18 1.57
H -4.62 3.19 -7.33
H -7.13 4.85 -0.78
H 4.61 0.60 1.80
H 0.31 -7.35 3.28
C -6.37 0.32 -3.16
C 8.17 3.25 6.27
H 8.43 4.30 6.41
H 0.35 0.25 -0.94
C -4.72 3.21 -6.25
Cl -6.07 4.27 -5.84
P -0.37 -6.12 -2.23
O -3.20 2.18 -2.59
C -5.82 -1.07 -3.42
H -5.45 4.46 -1.02
C 8.50 1.47 4.74
O 8.96 2.73 5.22
H 7.90 0.96 5.50
Cl 6.69 -2.26 -1.99
C -3.78 3.20 0.90
C 2.90 1.41 0.62
H 2.04 0.80 0.95
H 1.31 2.66 -2.24
C 6.50 3.72 3.29
Cl -3.01 -4.88 -3.86
H 5.65 4.21 3.77
H -5.86 2.33 -2.61
H -0.78 -2.58 1.85
H -3.94 -2.12 -3.63
Cl -4.47 -6.28 -1.73
C -2.85 -7.53 3.33
H -0.08 -8.26 1.75
C 3.62 -0.97 0.58
C -4.94 3.75 1.72
H 9.38 0.86 4.54
C -5.76 6.28 0.07
C 7.72 1.62 3.45
H -3.84 -7.36 3.68
Be 6.67 2.54 1.40
H -0.46 1.16 -2.21
H 0.32 2.07 0.62
Si 0.92 -4.79 -0.94
H 3.19 -5.46 -1.74
H 2.74 -2.42 -1.64
H 2.99 -0.89 -0.32
C -0.40 -1.84 1.13
C -0.34 -7.42 2.40
H -5.69 6.85 -0.85
Cl -3.22 3.82 -5.57
H 0.15 -1.09 1.72
C -6.16 4.84 -0.28
H 6.37 3.83 2.18
H -1.67 -6.05 -1.67
H 7.42 4.21 3.61
S 0.30 -7.97 -2.34
H 7.10 3.18 6.05
C -6.23 3.88 0.90
H 4.82 0.71 -0.02
H -4.77 6.30 0.53
H -5.29 -5.49 -3.79
H 2.29 -4.53 -2.93
C 4.73 -1.99 0.22
C 4.15 0.48 0.82
O 0.02 -3.41 -0.74
O 6.48 2.35 3.68
H 3.60 2.31 -1.18
H -0.12 -4.73 2.50
Si -0.23 -5.78 1.46
C -0.39 1.05 -1.13
H -4.67 4.71 2.15
H 8.38 2.71 7.20
O -2.26 -0.33 -3.34
C -4.41 -1.16 -3.43
C -1.71 -7.55 2.93
H -3.51 3.86 0.08
H 7.44 0.63 3.09
*
```

Its lowest unoccupied orbital energy is -0.11094 hartree. The HOMO energy is -4.3 eV.

> Among the records above, which one has the lowest lowest unoccupied orbital energy?

C34H63Cl2N5O5P